DFT (wB97M-V/def2-TZVPD) results for a cluster of 16 separate species, C78H195N7O23 in total in a non-equilibrium geometry.

Cartesian coordinates (Å):
C: -17.564 20.044 26.941
C: -16.369 21.009 27.161
O: -16.737 22.327 26.738
C: -15.821 23.286 27.119
C: -16.171 24.571 26.380
H: -17.887 20.038 25.900
H: -17.200 19.034 27.129
H: -18.413 20.301 27.575
H: -16.085 20.965 28.212
H: -15.479 20.582 26.699
H: -16.002 23.478 28.177
H: -14.795 22.973 26.923
H: -15.484 25.325 26.763
H: -17.212 24.801 26.605
H: -16.038 24.566 25.298
C: -10.271 21.910 32.304
C: -9.556 22.192 33.643
O: -10.043 21.411 34.702
C: -9.407 21.742 35.914
C: -9.846 20.706 36.953
H: -10.166 22.712 31.573
H: -10.050 20.966 31.804
H: -11.339 21.871 32.519
H: -8.502 21.975 33.474
H: -9.617 23.265 33.822
H: -8.317 21.756 35.907
H: -9.745 22.741 36.189
H: -9.744 19.730 36.479
H: -10.870 20.805 37.314
H: -9.182 20.776 37.814
C: -7.769 19.269 24.870
C: -8.187 18.017 25.646
O: -9.068 17.170 24.884
C: -9.606 16.065 25.620
C: -10.583 15.390 24.648
H: -7.368 19.952 25.618
H: -7.069 19.087 24.054
H: -8.635 19.765 24.430
H: -7.305 17.484 26.003
H: -8.717 18.321 26.549
H: -8.808 15.379 25.904
H: -10.099 16.469 26.504
H: -10.123 15.038 23.724
H: -11.390 16.078 24.399
H: -11.112 14.523 25.041
C: -14.392 15.524 25.659
C: -15.216 14.442 25.000
O: -15.053 14.580 23.606
C: -16.030 13.895 22.825
C: -15.851 14.231 21.349
H: -13.341 15.554 25.371
H: -14.775 16.520 25.436
H: -14.433 15.394 26.740
H: -14.968 13.420 25.288
H: -16.237 14.609 25.341
H: -15.876 12.833 23.017
H: -17.045 13.973 23.213
H: -15.944 15.295 21.134
H: -16.564 13.696 20.722
H: -14.901 13.928 20.909
C: -4.121 16.944 23.546
C: -5.486 16.276 23.524
O: -6.125 16.355 22.245
C: -7.548 16.247 22.315
C: -8.078 15.927 20.972
H: -3.639 16.708 24.495
H: -3.482 16.517 22.773
H: -4.223 18.013 23.357
H: -5.323 15.216 23.718
H: -6.063 16.724 24.334
H: -7.896 15.431 22.948
H: -7.963 17.195 22.658
H: -7.749 16.623 20.201
H: -9.165 15.985 21.021
H: -7.650 14.966 20.687
C: -15.800 18.040 30.113
C: -14.391 17.466 30.472
O: -13.822 16.815 29.339
C: -12.586 16.207 29.601
C: -12.101 15.444 28.391
H: -16.601 17.316 29.964
H: -16.036 18.783 30.875
H: -15.762 18.656 29.214
H: -13.658 18.237 30.709
H: -14.507 16.741 31.278
H: -11.819 16.976 29.695
H: -12.522 15.640 30.530
H: -12.537 14.445 28.418
H: -11.038 15.210 28.450
H: -12.294 15.939 27.440
C: -4.094 18.986 31.282
C: -5.235 18.355 31.947
O: -6.219 19.361 32.170
C: -7.291 18.987 32.985
C: -6.994 18.995 34.513
H: -3.688 19.845 31.815
H: -3.387 18.219 30.966
H: -4.518 19.300 30.328
H: -5.709 17.635 31.279
H: -4.869 17.747 32.774
H: -8.031 19.750 32.741
H: -7.677 18.008 32.702
H: -6.141 18.375 34.787
H: -7.880 18.703 35.077
H: -6.737 19.998 34.852
C: -11.802 18.992 25.573
C: -11.589 20.524 25.955
O: -12.495 21.085 26.934
C: -12.827 20.295 28.067
C: -11.937 20.571 29.275
H: -11.133 18.863 24.722
H: -11.408 18.369 26.377
H: -12.804 18.788 25.196
H: -10.578 20.631 26.346
H: -11.544 21.144 25.059
H: -13.852 20.600 28.277
H: -12.894 19.228 27.853
H: -12.222 21.499 29.773
H: -10.885 20.678 29.011
H: -12.110 19.746 29.966
C: -17.202 21.633 32.096
C: -16.786 20.515 33.072
O: -15.364 20.538 33.139
C: -14.778 19.539 33.959
C: -13.234 19.639 33.821
H: -16.878 22.557 32.575
H: -16.713 21.508 31.130
H: -18.281 21.688 31.950
H: -17.184 20.823 34.038
H: -17.089 19.511 32.774
H: -15.055 19.778 34.985
H: -15.200 18.566 33.707
H: -12.841 19.118 32.949
H: -12.776 19.155 34.683
H: -12.857 20.662 33.801
C: -10.707 21.420 15.510
O: -9.767 21.958 16.420
C: -9.481 23.318 16.193
C: -8.654 24.012 17.279
N: -9.414 24.109 18.524
C: -8.603 24.692 19.594
C: -9.361 24.761 20.865
O: -9.343 23.441 21.448
C: -10.253 23.351 22.549
H: -10.376 21.233 14.488
H: -11.601 22.043 15.496
H: -11.097 20.467 15.866
H: -10.407 23.889 16.134
H: -8.890 23.443 15.286
H: -8.435 25.032 16.961
H: -7.787 23.355 17.345
H: -9.584 23.165 18.840
H: -8.311 25.717 19.368
H: -7.653 24.158 19.599
H: -10.370 25.174 20.849
H: -8.836 25.535 21.424
H: -9.953 23.969 23.396
H: -10.220 22.311 22.873
H: -11.289 23.496 22.242
C: -11.750 13.911 20.463
O: -11.326 15.193 20.938
C: -12.304 16.007 21.605
C: -11.637 17.351 22.045
N: -11.132 18.090 20.885
C: -10.309 19.243 21.297
C: -9.690 19.967 20.106
O: -8.851 19.094 19.379
C: -8.229 19.759 18.260
H: -12.539 14.079 19.729
H: -12.084 13.256 21.268
H: -10.920 13.427 19.948
H: -12.653 15.580 22.545
H: -13.151 16.197 20.946
H: -10.757 17.157 22.657
H: -12.297 17.966 22.657
H: -10.570 17.489 20.298
H: -9.467 18.940 21.920
H: -10.861 19.885 21.983
H: -9.140 20.807 20.531
H: -10.513 20.145 19.414
H: -8.974 19.871 17.473
H: -7.411 19.103 17.963
H: -7.947 20.780 18.519
C: -18.989 22.613 16.545
O: -18.300 21.528 15.958
C: -17.752 20.598 16.912
C: -16.673 21.215 17.938
N: -17.290 21.914 19.157
C: -17.978 20.969 20.049
C: -18.261 21.487 21.488
O: -17.045 21.745 22.149
C: -17.180 22.052 23.528
H: -19.645 23.078 15.809
H: -18.309 23.352 16.969
H: -19.570 22.381 17.438
H: -17.217 19.865 16.309
H: -18.485 20.098 17.545
H: -16.130 21.933 17.324
H: -15.889 20.536 18.275
H: -16.506 22.122 19.760
H: -17.509 19.993 20.174
H: -18.923 20.673 19.593
H: -18.781 20.716 22.057
H: -18.924 22.351 21.432
H: -16.162 22.240 23.870
H: -17.529 21.126 23.985
H: -17.770 22.930 23.791
C: -15.054 18.883 22.729
O: -14.265 19.802 22.106
C: -14.301 19.765 20.693
C: -13.484 20.947 20.173
N: -14.285 22.180 20.397
C: -13.425 23.334 20.098
C: -14.022 24.677 20.602
O: -13.816 25.022 21.976
C: -14.451 24.123 22.856
H: -14.799 18.768 23.783
H: -14.985 17.911 22.241
H: -16.074 19.264 22.673
H: -15.319 19.736 20.303
H: -13.796 18.835 20.429
H: -13.394 20.840 19.092
H: -12.518 21.113 20.650
H: -14.648 22.230 21.338
H: -13.408 23.470 19.016
H: -12.438 23.236 20.550
H: -15.059 24.852 20.318
H: -13.474 25.473 20.096
H: -15.468 24.010 22.480
H: -14.438 24.502 23.878
H: -13.933 23.164 22.829
C: -8.846 9.872 30.033
O: -9.823 10.951 30.148
C: -10.218 11.201 31.496
C: -11.302 12.308 31.542
N: -10.822 13.600 31.021
C: -9.693 14.168 31.730
C: -9.372 15.643 31.331
O: -8.841 15.558 29.930
C: -8.687 16.830 29.250
H: -9.116 8.962 30.569
H: -7.826 10.141 30.309
H: -8.857 9.481 29.016
H: -9.359 11.470 32.112
H: -10.612 10.295 31.955
H: -11.688 12.432 32.554
H: -12.211 12.093 30.980
H: -10.552 13.396 30.069
H: -8.786 13.578 31.594
H: -9.905 14.232 32.797
H: -8.546 16.004 31.944
H: -10.166 16.353 31.563
H: -7.824 17.305 29.716
H: -9.622 17.384 29.332
H: -8.504 16.832 28.176
C: -7.646 20.786 29.807
O: -8.532 21.590 29.010
C: -7.897 22.618 28.295
C: -8.853 23.189 27.255
N: -10.207 23.555 27.679
C: -11.043 23.865 26.520
C: -10.636 25.271 25.933
O: -11.567 25.484 24.848
C: -11.183 26.516 23.925
H: -6.983 21.325 30.484
H: -7.085 20.103 29.169
H: -8.369 20.225 30.399
H: -7.039 22.148 27.814
H: -7.577 23.389 28.995
H: -8.984 22.400 26.514
H: -8.296 24.039 26.859
H: -10.616 22.816 28.233
H: -12.049 23.787 26.934
H: -10.984 23.115 25.731
H: -9.625 25.130 25.551
H: -10.654 26.004 26.739
H: -11.153 27.535 24.310
H: -11.912 26.538 23.115
H: -10.185 26.321 23.535
C: -13.187 25.202 29.438
O: -13.750 25.608 30.646
C: -13.352 24.818 31.790
C: -13.082 25.683 32.972
N: -11.938 26.530 32.793
C: -10.658 25.891 32.902
C: -9.466 26.750 32.411
O: -9.737 26.999 31.011
C: -9.206 26.028 30.141
H: -13.905 25.360 28.634
H: -12.914 24.154 29.314
H: -12.266 25.724 29.180
H: -12.486 24.203 31.548
H: -14.197 24.143 31.926
H: -12.865 25.118 33.878
H: -13.971 26.250 33.249
H: -12.089 27.047 31.938
H: -10.587 24.956 32.346
H: -10.499 25.650 33.953
H: -8.507 26.243 32.521
H: -9.434 27.737 32.871
H: -8.177 25.736 30.349
H: -9.277 26.265 29.079
H: -9.803 25.124 30.263

Atoms 1-6, force components in eV/Å:
0.92 0.50 -0.18
-1.36 -0.57 -0.03
-0.22 -2.36 -0.44
-0.20 1.18 -0.31
0.44 -0.02 0.36
-0.01 0.24 0.00

Computed properties:
Lowest unoccupied orbital energy ... 0.5 eV
E ... -5202.07346 Ha
ΔE to the lowest compared entry with this formula, charge and spin ... 44.2 kcal/mol
Orbital gap ... 8.736 eV
M ... 1599.44 g/mol
Net charge ... 0